Record 1
Below is 3 unconnected molecules or ions with the total composition C18H43F3N6O6P2S at a distorted geometry, with properties calculated with ωB97M-V/def2-TZVPD.

The LUMO energy comes out at 0.0045 Eh. Its molar mass is 590.59 g/mol. Its total charge is 0. The value obtained for the orbital gap is 8.11 eV. As for the highest occupied orbital energy: -7.991 eV. The value obtained for the largest force on an atom is 6.9 eV/Å. For the total energy, the calculation gives -78148.0259 eV.

Geometry as XYZ:
```
79
Properties=species:S:1:pos:R:3:mulliken_charge:R:1
O 1.38786 7.75385 -0.95111 -0.5509
S 2.26941 6.85503 -1.61209 1.0893
O 3.56411 7.31993 -1.91245 -0.5651
O 2.21467 5.48790 -0.77962 -0.2906
C 1.18841 4.64582 -1.29925 -0.3635
C 0.78091 5.09178 -2.72405 0.3896
C -0.69475 5.44092 -3.00676 -0.9325
C -1.72764 4.74331 -2.10237 -0.7535
C -2.13187 5.62813 -0.96179 0.3442
F -1.27916 5.82141 0.06509 -0.2142
C -3.31423 6.26620 -0.99178 0.1925
F -4.41161 5.59951 -1.32789 -0.2147
F -3.48142 7.55167 -0.75549 -0.2057
O 1.48919 6.34078 -2.90360 -0.4270
H 1.71787 3.70538 -1.48079 0.3826
H 0.42216 4.38501 -0.57761 0.1402
H 1.15891 4.35891 -3.42987 0.3727
H -0.78778 6.52380 -3.00196 0.5009
H -0.89668 5.13000 -4.03272 0.2964
H -2.62442 4.59324 -2.70042 0.3340
H -1.42071 3.74448 -1.77836 0.4787
O 2.89433 0.34113 1.21688 -0.8141
P 1.97240 1.16567 2.08834 0.7992
N 3.05894 1.32757 3.42969 0.0692
C 2.73300 1.32238 4.83642 -0.8394
C 4.27862 2.08304 3.15950 -1.0275
N 0.75749 -0.06890 2.30797 0.3495
C 0.71275 -0.88723 3.50606 -1.1991
C 0.61119 -0.96535 1.15608 -1.4082
N 0.88730 2.36648 2.65220 0.4266
C 1.36516 3.74820 2.60523 -1.3223
C -0.35110 2.20441 3.38281 -0.9395
H 2.26390 2.25553 5.18849 0.2216
H 3.64321 1.18340 5.42240 0.3985
H 2.09525 0.48936 5.11679 0.1591
H 4.09600 3.16563 3.11384 0.3079
H 4.71750 1.77620 2.20898 0.2708
H 5.03383 1.90223 3.92604 0.3778
H 1.65840 -1.41390 3.69523 0.3344
H -0.08184 -1.63116 3.41860 0.3552
H 0.44085 -0.30671 4.38922 0.2999
H 1.38850 -1.73672 1.13288 0.3631
H 0.65575 -0.41062 0.21930 0.3364
H -0.35983 -1.46047 1.18754 0.5170
H 1.82222 4.05227 3.55413 0.1978
H 0.55338 4.44356 2.38216 0.3812
H 2.10757 3.87571 1.81508 0.4327
H -0.16799 1.98811 4.43974 0.2929
H -0.98294 1.42957 2.95788 0.2945
H -0.94312 3.12313 3.33782 0.3454
O -1.12650 -3.63056 0.01747 -0.7895
P -1.13212 -4.39269 -1.28487 0.6964
N -2.78724 -4.89191 -1.27168 0.1773
C -3.33825 -6.14039 -1.74535 -0.8184
C -3.76579 -3.81045 -1.33036 -1.0057
N -0.02750 -5.65336 -0.78994 0.2065
C -0.50145 -6.96517 -0.38703 -1.1902
C 0.95808 -5.21044 0.19972 -1.0822
N -0.84587 -4.75995 -2.92855 0.1177
C -1.50377 -3.90002 -3.90956 -1.0528
C -0.23029 -5.93591 -3.50551 -0.8654
H -3.39243 -6.21428 -2.84347 0.2251
H -4.35539 -6.25810 -1.36782 0.3897
H -2.80307 -7.00609 -1.36814 0.1601
H -3.85147 -3.38167 -2.33866 0.2978
H -3.49105 -3.00659 -0.64562 0.2280
H -4.75529 -4.15570 -1.02722 0.3894
H -1.23104 -6.91940 0.43312 0.3245
H 0.33930 -7.58209 -0.06276 0.3972
H -0.93264 -7.51878 -1.22237 0.3170
H 0.54335 -5.17856 1.21333 0.3258
H 1.33860 -4.21956 -0.04106 0.3155
H 1.81156 -5.89289 0.19658 0.3582
H -2.46781 -4.31288 -4.23033 0.2929
H -0.88293 -3.76050 -4.79615 0.3783
H -1.68046 -2.90592 -3.49571 0.3139
H -0.92081 -6.78497 -3.52017 0.2639
H 0.68254 -6.21935 -2.99023 0.2759
H 0.06581 -5.74135 -4.54004 0.3690
```

Record 2
Below is a molecular structure, C24H50ClF5IrOP2Si2Te at a distorted geometry, with properties calculated with ωB97M-V/def2-TZVPD.

The LUMO energy (spin up / spin down) comes out at -0.0334 / -0.0847 Eh. Its molar mass is 923.04 g/mol. Its total charge is 0. The value obtained for the orbital gap (spin up / spin down) is 6.01 / 6.49 eV. As for the highest occupied orbital energy (spin up / spin down): -6.919 / -8.798 eV. The value obtained for the largest force on an atom is 2.7 eV/Å. For the total energy, the calculation gives -98321.3440 eV. The spin multiplicity is 6.

Geometry as XYZ:
```
87
Properties=species:S:1:pos:R:3:mulliken_charge:R:1
Ir 0.23951 0.25874 -0.01254 1.8420
C 0.39664 1.15615 2.26897 -0.7239
C 1.62019 0.50592 1.97253 -0.2371
C 2.12553 1.12610 0.73628 -0.2033
Si 2.18803 -0.94462 3.01853 -0.2116
C 1.22525 2.18237 0.38037 -0.1079
C 0.15085 2.22767 1.37485 -0.4124
Si -1.41743 3.24492 1.53490 -0.1753
H -0.24515 0.90119 3.11006 0.5346
H 3.06659 0.89168 0.26083 0.7089
H 1.37794 2.91357 -0.41505 0.6773
Cl 0.43542 -0.43535 -2.29669 -0.1911
C -2.20221 3.08187 3.22579 -1.0389
C -1.07219 5.05042 1.16218 -1.0527
C 1.26180 -0.99827 4.64212 -1.0792
C 4.04118 -0.88522 3.31652 -1.0648
H -0.40999 5.45019 1.94299 0.3765
H -2.00886 5.62328 1.19387 0.3383
H -0.59188 5.20753 0.18969 0.3042
H -2.44135 2.03362 3.44169 0.2159
H -3.12623 3.67066 3.27433 0.3837
H -1.52512 3.44958 4.00652 0.3287
H 4.28286 0.01428 3.90007 0.3827
H 4.62654 -0.86046 2.38955 0.3030
H 4.35189 -1.75785 3.90721 0.3417
H 1.44878 -0.08627 5.22170 0.3345
H 1.59256 -1.85561 5.24054 0.3756
H 0.18305 -1.08239 4.46412 0.2413
C -2.52869 2.36840 0.28200 -1.1379
C 1.61775 -2.41040 1.97075 -1.0729
P -1.60628 1.60345 -1.08840 0.0004
H -3.27525 3.08676 -0.08892 1.0298
H -3.06853 1.56789 0.81310 0.0615
P 1.53742 -2.01021 0.19187 -0.0537
H 0.60964 -2.70242 2.30779 0.0193
H 2.30306 -3.24755 2.16625 1.0026
C 1.03039 -3.62848 -0.59480 0.9180
C 3.37600 -1.87302 -0.24010 1.3618
C -0.97831 3.12717 -2.01228 1.5533
C -2.92589 0.92702 -2.21943 1.0538
C -3.05645 -0.58623 -2.10487 -1.5454
H -2.53953 1.16578 -3.22400 0.3215
C -4.30706 1.56214 -2.04906 -1.5982
H -4.73502 1.32286 -1.06587 0.2365
H -4.97210 1.13598 -2.81502 0.5020
H -4.31101 2.65021 -2.17615 0.3166
H -2.08749 -1.07475 -2.24099 0.1157
H -3.74924 -0.93368 -2.88463 0.6117
H -3.46896 -0.87890 -1.13106 0.2433
H -0.32113 3.61527 -1.27550 -0.5501
C -2.05836 4.13101 -2.42653 -1.7609
C -0.14235 2.73315 -3.22750 -1.6209
H -2.66994 4.50734 -1.59743 0.3084
H -2.72221 3.72067 -3.19937 0.3635
H -1.55439 5.00486 -2.86458 0.4541
H 0.69604 2.08507 -2.95731 0.2770
H 0.25852 3.64697 -3.68529 0.4771
H -0.75012 2.21170 -3.97899 0.3160
H 3.71549 -1.01450 0.36034 -0.4639
C 3.56992 -1.54270 -1.71936 -1.6202
C 4.22147 -3.09117 0.14325 -1.7540
H 4.17437 -3.35737 1.20628 0.3105
H 5.27407 -2.85628 -0.07269 0.4570
H 3.95657 -3.97227 -0.45660 0.3532
H 3.04424 -0.62764 -2.00674 0.2803
H 3.21265 -2.36028 -2.35971 0.3022
H 4.64266 -1.40198 -1.90906 0.4736
C -0.42733 -3.59128 -1.04071 -1.6260
C 1.26850 -4.87296 0.25996 -1.5873
H 1.66447 -3.67968 -1.49400 0.3607
H 0.64134 -4.86237 1.16016 0.2788
H 2.31465 -5.00345 0.56027 0.3182
H 0.98872 -5.75534 -0.33586 0.4813
H -1.11483 -3.52900 -0.18881 0.2498
H -0.65167 -4.51732 -1.59043 0.5795
H -0.61366 -2.73368 -1.69451 0.1491
C 1.25520 -0.85679 -5.57070 -0.9736
H 2.05704 -0.12110 -5.47225 0.3473
H 1.47517 -1.91827 -5.43466 0.3017
H 0.27088 -0.54122 -5.92376 0.3051
F -3.27177 -2.82983 0.73582 -0.4706
Te -2.53931 -1.47746 1.91192 1.6820
F -1.94649 -0.23645 3.36970 -0.4774
F -1.40053 -2.87269 2.66608 -0.5071
F -3.92160 -0.22523 1.21782 -0.5339
F -3.83233 -2.01563 3.20456 -0.3672
O -1.20254 -1.04782 0.43803 -0.2438
```

> Which value of largest force on an atom does entry 2 give?

2.7 eV/Å

> Which value of total charge does entry 1 give?

0

> Number 1 is which compound?

C18H43F3N6O6P2S